(1)
An isolated ion of composition CN3O4S and charge -1 at a distorted geometry. Source: the Open Molecules 2025 dataset; level of theory: ωB97M-V with the def2-TZVPD basis set.

Frontier orbital gap: 9.56 eV
Net charge: -1
Energy relative to the best compared isomer or geometry (same formula, charge and spin): 187.3 kJ/mol
Max |F|: 0.097 hartree/bohr

Element x y z (Å)
C  -0.4143  -1.3241  -0.4138
N  -0.7898  -2.3475  -0.7691
N  -0.0880  -0.1581  0.0548
N  -1.1588  0.6955  0.6231
O  2.0175  1.0683  -1.5397
O  -2.2540  0.2928  0.5367
O  -0.8237  1.8025  1.0032
O  2.6905  0.8254  0.7269
S  2.0247  0.1438  -0.4562

Atoms 1-3, force components in eV/Å:
-1.295 0.743 0.774
-0.159 -1.707 -0.796
0.253 2.714 1.419

(2)
A 2-piece molecular cluster, C4H14N2O overall at a distorted geometry. Source: the Open Molecules 2025 dataset; level of theory: ωB97M-V with the def2-TZVPD basis set.

Frontier orbital gap (alpha / beta): 2.96 / 9.20 eV
Expectation value of S²: 0.750
Multiplicity: 2
Net charge: -1
Energy relative to the best compared isomer or geometry (same formula, charge and spin): 59.4 kJ/mol
Max |F|: 0.034 hartree/bohr

Element x y z (Å)
N  0.0322  2.4398  0.2048
C  -0.1289  1.2553  1.0927
C  1.0600  1.2772  2.0523
C  -0.2131  -0.0638  0.2461
N  -0.5151  0.0521  -1.1643
C  -1.5188  -0.9022  -1.6507
H  0.8498  2.2724  -0.3584
H  -0.7646  2.5619  -0.4061
H  -1.0786  1.4040  1.6099
H  1.3953  2.3085  2.1248
H  1.8874  0.6683  1.6890
H  0.7714  0.9311  3.0462
H  -0.9435  -0.7693  0.6606
H  0.6982  -0.5813  0.5656
H  0.3098  -0.1254  -1.7069
H  -1.3741  -1.0854  -2.7099
H  -1.4495  -1.8501  -1.1070
H  -2.5486  -0.5654  -1.4886
H  1.6184  -3.0482  -1.5371
H  0.6439  -3.4525  -0.4858
O  1.2684  -2.7271  -0.6770

Atoms 1-3, force components in eV/Å:
-0.135 0.170 0.999
-0.448 0.603 -1.600
-0.446 -0.056 0.159